63
Properties=species:S:1:pos:R:3 method="wB97M-V/def2-TZVPD" homo_energy_ha="-0.0348 / -0.0406" charge=-2 homo_lumo_gap_ha="0.183 / 0.176" total_energy_ev=-272395.619 spin_multiplicity=3 max_force_ev_per_a=1.85 e_lumo_ha="0.1483 / 0.1350"
Te -4.5011 2.9573 -2.9344
Te -5.4330 1.1473 1.3843
Tc -1.7797 1.4019 -0.4478
Se -3.5574 0.1188 0.0870
Se -2.2246 2.0184 -2.7445
Ge -0.7193 -0.7835 -1.0735
Cl -2.7160 3.4958 0.4038
Cl 2.5429 4.9389 0.3316
S 0.3182 2.7295 -0.4510
C -0.9891 -1.6750 -2.8510
C -1.3724 4.4531 0.9652
C -1.6460 5.4480 1.8885
C 3.3805 0.3385 -1.6692
C 2.8784 0.9066 2.8536
C 0.6692 1.1613 1.8448
C -2.2891 -2.0686 -3.1990
C 1.2931 -0.7186 -0.9518
C 0.0501 -2.0617 -3.7072
C 0.6728 6.0552 1.8956
C -0.1928 -2.8440 -4.8388
C 2.0574 -1.5211 -0.0879
C 0.9173 5.0657 0.9532
C 4.1144 -0.4805 -0.8172
C -1.0557 -2.4211 0.0746
C -2.5384 -2.8534 -4.3212
C -0.0803 4.2133 0.4929
C 2.0592 1.4221 1.8585
C -1.6181 -2.3802 1.3516
C -0.6798 -3.6875 -0.4045
C 0.9825 -0.1188 3.9059
C 3.4471 -1.4043 -0.0214
C -1.8082 -3.5343 2.1123
C -1.4323 -4.7761 1.6116
C -0.8593 -4.8482 0.3471
C -1.4860 -3.2555 -5.1406
C -0.6151 6.2364 2.3684
C -0.2342 1.5940 0.8251
C 0.1568 0.3975 2.9220
C 1.9924 0.2178 -1.7291
C 2.3572 0.1229 3.8839
H 2.4948 2.0009 1.0540
H 0.5508 -0.7241 4.6960
H 5.1944 -0.3929 -0.7701
H -0.5586 -5.8094 -0.0591
H -1.5913 -5.6777 2.1960
H 1.0682 -1.7612 -3.4820
H -0.9088 0.2234 2.9603
H -1.6742 -3.8846 -6.0045
H 0.6317 -3.1413 -5.4787
H 3.9438 1.1088 2.8145
H -1.9398 -1.4375 1.7597
H -0.8162 6.9977 3.1134
H 4.0067 -2.0320 0.6648
H -2.6666 5.5863 2.2241
H 3.0071 -0.2972 4.6439
H -2.2674 -3.4580 3.0921
H -3.5548 -3.1564 -4.5543
H -3.1215 -1.7575 -2.5721
H -0.2347 -3.7720 -1.3922
H 1.5596 -2.2418 0.5537
H 1.4363 0.8723 -2.3957
H 3.8854 1.0781 -2.2812
H 1.4935 6.6682 2.2460



96
Properties=species:S:1:pos:R:3 method="wB97M-V/def2-TZVPD" homo_energy_ha="-0.3484 / -0.4089" charge=+1 homo_lumo_gap_ha="0.245 / 0.201" total_energy_ev=-91857.791 spin_multiplicity=6 max_force_ev_per_a=1.43 e_lumo_ha="-0.1039 / -0.2075"
Ir 0.6403 -0.0078 1.3843
Si -0.9213 -2.1088 -1.9098
Si -2.7051 -2.3374 1.4081
Si 0.7284 -3.9979 0.8880
Si -0.4563 -1.8916 0.5920
F 7.0195 1.3415 -1.4155
F 0.9750 -0.1534 7.5366
F 7.6390 -0.2499 -0.0810
F 6.8148 -0.7242 -2.0285
O -1.1313 1.8814 1.9710
O 0.5631 1.7015 -2.2193
N 2.7457 -0.1061 0.5311
N -1.3998 3.3315 0.1664
N -0.1554 1.4766 -0.0382
C -3.6272 -3.6228 0.4463
C -3.4174 2.8454 -1.7727
C 0.7135 0.0260 3.4443
C 2.0410 0.1432 5.4754
C -0.1872 -5.5125 0.3548
C -0.9443 2.2325 0.8016
C 5.0612 -0.6157 0.7573
C -2.8535 2.8118 -4.4883
C -0.3279 7.0204 -1.9779
C -1.5580 -3.6997 -2.5925
C 1.8020 5.9237 -1.8126
C -1.8487 3.0881 -3.5751
C 3.0095 0.5565 -0.6036
C 4.2946 0.6621 -1.1051
C -2.4500 -2.9165 3.1613
C -0.9654 5.8096 -1.7523
C 3.7517 -0.6721 1.1978
C 1.0603 7.0789 -2.0105
C -0.3541 -0.2092 5.6085
C 2.3401 -3.8355 -0.0206
C -0.4334 -0.1441 4.2279
C 6.7278 0.1103 -0.9873
C -3.5363 -0.6828 1.2965
C 0.8899 -0.0822 6.2043
C -2.1247 3.1022 -2.2087
C 5.3282 0.0632 -0.4142
C -4.4289 2.5774 -2.6923
C 1.9400 0.2241 4.0924
C -0.2248 4.6473 -1.5476
C -2.1060 -0.7067 -2.1047
C -4.1492 2.5564 -4.0497
C 0.7959 -1.7577 -2.5134
C 1.1625 4.7114 -1.5791
C -0.9727 3.3589 -1.2309
C -0.0666 2.0907 -1.2505
C 0.9388 -3.9051 2.7340
H 1.7186 -4.6095 3.0498
H -3.8463 -3.2961 -0.5719
H -1.1693 -5.5883 0.8277
H -1.8731 -0.1721 -3.0364
H 2.8392 0.4495 3.5289
H 1.5602 8.0220 -2.1941
H 0.7269 -1.2756 -3.4970
H -4.5843 -3.8004 0.9509
H 2.2182 -4.0488 -1.0855
H -3.6466 2.8466 -0.7136
H -3.2937 -2.5845 3.7788
H 1.3268 -1.0706 -1.8514
H 5.8521 -1.0882 1.3244
H 3.0718 -4.5481 0.3805
H -4.5105 -0.7092 1.8023
H -2.0502 5.7639 -1.7480
H -2.5695 -3.9299 -2.2614
H 1.7538 3.8150 -1.4364
H 2.1690 0.9946 -1.1330
H -2.4105 -4.0092 3.2052
H 2.9875 0.2708 5.9858
H 1.2322 -2.9000 3.0557
H -2.6282 2.8031 -5.5481
H 2.8834 5.9618 -1.8425
H -0.9146 7.9167 -2.1362
H -1.4075 -0.2046 3.7553
H 1.3750 -2.6776 -2.6142
H -0.8388 3.2871 -3.9159
H -0.3167 -5.5481 -0.7273
H -2.0143 0.0147 -1.2919
H -5.4368 2.3914 -2.3407
H -1.2357 -0.3395 6.2258
H 4.4751 1.2092 -2.0218
H -4.9368 2.3500 -4.7648
H -3.0907 -4.5735 0.4011
H -1.5750 -3.6031 -3.6854
H -1.9137 4.0661 0.6208
H -2.9238 0.0913 1.7679
H 0.3947 -6.3937 0.6508
H 0.0138 -4.1705 3.2518
H -1.5357 -2.5190 3.6056
H -3.7074 -0.3991 0.2539
H 2.7545 -2.8296 0.0806
H 3.4903 -1.1966 2.1098
H -0.9110 -4.5427 -2.3470
H -3.1394 -1.0587 -2.1465



82
Properties=species:S:1:pos:R:3 method="wB97M-V/def2-TZVPD" homo_energy_ha=-0.6135 charge=+3 homo_lumo_gap_ha=0.112 total_energy_ev=-91243.697 max_force_ev_per_a=5.34 e_lumo_ha=-0.5010
Cl -2.5091 -1.5968 -2.9233
S -0.0941 -0.1761 2.8996
S -3.1637 0.6093 1.4225
Al -2.0337 2.7752 -6.7571
O -0.0712 -1.2363 -0.3668
O -4.3534 -2.1138 -1.3178
O -1.9299 0.8063 -1.0164
O 1.3123 -0.3606 2.7481
O 1.5147 4.5681 1.2776
O -0.7158 -0.2929 4.1849
O -2.0170 -1.9515 2.5815
O 0.6491 1.2714 0.4723
O 1.3639 3.1774 3.0130
O -0.6445 1.1400 2.3221
O 2.6323 -1.7639 -1.2276
N 1.4253 -4.2809 2.9508
N -0.9464 -4.6069 3.0980
N 0.1271 -2.9665 4.3678
C 0.1065 -3.6460 3.1747
C 3.6253 -2.0495 -0.2378
C -1.2593 -1.1343 0.3055
C -3.2349 -1.9286 -1.3683
C 4.5715 -0.8856 -0.0620
C -3.2083 1.7674 -2.9175
C -1.1088 2.8873 0.7754
C 0.2396 -2.1004 -1.4624
C 0.8630 3.9063 2.0081
C 1.6171 -2.7141 -1.3033
C -1.7173 0.4464 0.2912
C 0.9921 1.5117 -0.9115
C -0.6348 3.8230 1.8988
C 2.2511 2.3406 -1.0079
C -2.4125 -2.0493 -0.0981
C 1.9320 3.1154 -3.4169
C -0.8973 -1.5417 1.8997
C -0.6471 1.4327 0.8930
C -1.8768 2.2673 -3.4442
C 2.8013 2.3299 -2.4332
C -3.2083 1.2864 -1.4649
C 0.1131 -2.6857 1.8392
H 2.8659 1.2990 -2.7859
H 1.1184 0.5579 -1.4196
H -2.1925 2.9483 0.7637
H 5.5702 -1.2362 0.1739
H 1.0962 -2.3132 1.5820
H 4.2337 -0.2414 0.7458
H -1.1183 3.6197 2.8493
H 2.2172 -3.7257 3.2753
H -0.4492 -2.9332 -1.5849
H 0.2432 -1.4970 -2.3632
H 1.6505 -3.4035 -0.4537
H -3.9049 2.6047 -2.9329
H -3.6313 1.0016 -3.5631
H -1.5981 -4.4369 2.3408
H 1.5889 -4.5651 1.9881
H -0.9633 4.8145 1.5916
H -2.0123 2.6202 -4.4868
H -1.1079 1.5003 -3.4678
H 2.2789 2.9395 2.7939
H -4.0657 -0.0155 0.6621
H -3.9621 0.5073 -1.3702
H 4.5973 -0.3096 -0.9833
H -2.0461 -3.0793 -0.1065
H -0.1682 -3.3757 1.0420
H -1.5204 -4.6176 3.9374
H 1.5167 4.0115 -2.9577
H 2.0150 3.3713 -0.7460
H -3.5194 2.1175 -0.8352
H -2.4697 -1.2034 3.0149
H 1.7335 -3.3312 -2.2017
H 2.9927 1.9871 -0.2988
H -3.1691 -2.0316 0.6772
H 0.1906 2.0331 -1.4280
H -1.5257 3.1457 -2.9090
H 3.1086 -2.2710 0.7042
H -0.7618 -2.6820 4.7643
H 2.5222 3.4372 -4.2728
H 4.1706 -2.9429 -0.5475
H 0.8375 -2.2545 4.5168
H 3.7961 2.7665 -2.4198
H -0.7402 3.3055 -0.1560
H 1.1290 2.4976 -3.8196